Entry 1:
The following is a DFT calculation (wB97M-V/def2-TZVPD) of 2 unconnected molecules or ions with the total composition C8H11O4.

Positions of all 23 atoms, in Å:
O  0.362  0.764  1.690
O  0.432  -2.662  3.403
O  -0.209  -1.402  -2.848
O  3.210  -1.062  0.915
C  1.755  0.997  1.328
C  0.548  1.269  0.351
C  -1.157  -1.031  -2.131
C  -2.587  -1.439  -2.351
C  -0.981  -0.160  -0.982
C  2.570  -0.049  0.858
C  0.384  2.712  0.060
C  0.253  0.295  -0.696
H  0.979  2.931  -0.846
H  2.209  1.833  1.885
H  0.796  3.295  0.893
H  1.132  -0.022  -1.282
H  -0.656  3.000  -0.146
H  -3.239  -0.905  -1.647
H  1.203  -2.138  3.172
H  -1.875  0.164  -0.441
H  -2.904  -1.229  -3.376
H  -2.675  -2.517  -2.178
H  0.450  -2.645  4.368

Cartesian forces, eV/Å:
-0.4 0.5 0.1
0.0 0.0 0.4
-2.1 0.7 1.4
-2.1 1.4 0.3
-2.8 0.1 -1.1
2.0 -0.2 2.7
1.4 -1.3 -1.8
-0.3 -0.1 -0.2
1.5 1.2 0.8
3.7 -1.5 -0.3
-0.3 0.8 -0.3
-0.4 -0.5 -0.7
-0.3 0.0 0.4
0.1 -0.6 -0.7
-0.3 0.0 -0.3
-0.7 -0.1 0.0
0.2 -0.1 0.1
0.1 -0.3 -0.3
0.1 0.1 -0.3
0.5 -0.1 0.0
0.1 -0.1 0.1
0.0 0.1 -0.1
-0.2 -0.1 -0.1

The calculation puts the HOMO-LUMO gap (spin up / spin down) at 6.8 / 9.5 eV. As for the HOMO energy (spin up / spin down): -7.2 / -9.9 eV. As for the spin multiplicity: 2. Its expectation value of S² is 0.756. Its LUMO energy (spin up / spin down) is -0.4 / -0.4 eV.

Mulliken population analysis, charges in e, atoms 1 to 5:
1. O -0.4421
2. O -0.6165
3. O -0.5934
4. O -0.3992
5. C 0.0248

---

Entry 2:
The following is a DFT calculation (wB97M-V/def2-TZVPD) of a single C6H7N3 molecule.

Positions of all 16 atoms, in Å:
N  -1.410  -1.238  -0.085
N  1.440  -0.499  -0.242
N  0.363  0.467  -0.256
C  -1.831  1.035  0.054
C  -0.864  -0.003  0.050
C  -2.714  -1.020  -0.189
C  -2.971  0.419  -0.071
C  2.782  0.148  -0.618
C  2.602  -0.375  0.704
H  -4.038  0.858  0.181
H  3.509  -0.361  -1.500
H  -1.751  2.141  0.358
H  -3.547  -1.855  -0.191
H  2.895  1.245  -0.538
H  2.479  0.379  1.431
H  3.057  -1.340  0.912

Cartesian forces, eV/Å:
-2.0 -2.1 0.0
0.7 0.9 -1.9
-0.3 -2.1 2.8
-0.5 3.8 1.3
5.2 2.3 -2.5
0.5 -1.3 0.9
-5.6 0.1 1.0
1.3 -0.3 -2.8
-0.8 -1.3 -0.2
2.3 -0.9 -1.1
-2.4 1.2 2.7
0.4 -2.0 -0.9
2.1 1.7 -0.4
-0.6 -0.6 -0.8
0.1 0.4 1.2
-0.4 0.2 0.6

The calculation puts the HOMO-LUMO gap at 7.8 eV. As for the HOMO energy: -8.8 eV. As for the spin multiplicity: 1. Its LUMO energy is -1.0 eV. The SMILES is C1=C/C(=N/N2CC2)N=C1.

Mulliken population analysis, charges in e, atoms 1 to 5:
1. N -0.5636
2. N -0.2058
3. N -0.3048
4. C -0.3399
5. C 0.5532

---

Entry 3:
The following is a DFT calculation (wB97M-V/def2-TZVPD) of a gas-phase ion, C9H14NO2 (charge +1).

Positions of all 26 atoms, in Å:
O  -1.299  1.831  -0.239
O  -2.084  2.666  0.531
N  -1.554  0.460  -0.047
C  3.021  0.833  -0.524
C  -2.835  0.038  0.246
C  -3.203  -1.212  0.070
C  1.859  -0.425  1.184
C  0.703  0.072  -0.968
C  -0.899  -1.775  -0.510
C  -0.530  -0.437  -0.423
C  -2.197  -2.141  -0.195
C  1.669  0.627  0.160
H  2.289  -1.314  0.704
H  1.278  -0.686  -1.374
H  1.339  1.557  0.552
H  2.983  1.572  -1.264
H  0.595  0.805  -1.716
H  -1.569  3.362  0.801
H  2.580  -0.267  1.911
H  -4.239  -1.480  0.390
H  -2.383  -3.166  -0.085
H  -3.571  0.791  0.579
H  0.871  -0.651  1.632
H  3.729  -0.012  -0.749
H  3.514  1.392  0.283
H  -0.063  -2.439  -0.950

Cartesian forces, eV/Å:
1.8 -0.6 -1.3
-4.2 -3.3 -0.2
-0.3 -1.3 0.5
1.2 0.6 2.4
0.7 4.2 -0.2
-0.9 -2.8 1.2
-1.9 -1.7 -0.5
1.1 1.6 2.6
1.1 0.0 -0.4
-3.1 1.4 -0.8
0.6 0.0 -0.2
0.9 -1.4 -2.5
-0.6 -0.2 -0.1
0.7 -1.9 -0.9
-0.5 0.8 0.3
-0.1 0.7 -1.7
-0.5 1.1 -0.9
3.0 2.5 1.0
1.1 1.1 1.7
1.1 0.0 -0.6
-0.6 -1.4 -0.4
0.9 -0.2 -0.3
0.7 -0.3 0.2
-1.4 0.5 0.0
0.7 -0.1 -0.2
-1.8 0.7 1.2

The calculation puts the HOMO-LUMO gap at 9.5 eV. As for the HOMO energy: -14.2 eV. As for the spin multiplicity: 1. Its LUMO energy is -4.6 eV. The SMILES is CC(C)Cc1cccc[n+]1OO. The total charge is +1.

Mulliken population analysis, charges in e, atoms 1 to 5:
1. O -0.0078
2. O -0.3487
3. N 0.3108
4. C -1.6032
5. C -0.0322

---

Entry 4:
The following is a DFT calculation (wB97M-V/def2-TZVPD) of a single C7H11NO2S2 molecule.

Positions of all 23 atoms, in Å:
S  -2.110  2.438  0.023
S  0.752  1.723  -0.419
O  -0.520  -2.118  -0.637
O  0.993  2.883  0.479
N  -1.317  -0.058  -0.366
C  -3.208  -0.668  0.900
C  -0.311  -0.893  -0.325
C  3.708  0.822  0.155
C  1.415  0.239  0.464
C  -2.692  -0.514  -0.512
C  -0.969  1.280  -0.269
C  2.685  -0.358  -0.129
H  -4.240  -0.484  0.912
H  -2.720  -0.033  1.509
H  4.763  0.548  0.132
H  3.597  1.634  -0.417
H  2.861  -1.223  0.366
H  -2.720  -1.388  -1.144
H  -3.055  -1.817  1.285
H  2.546  -0.501  -1.143
H  0.264  -2.590  -0.837
H  3.657  1.072  1.151
H  -3.380  0.009  -1.177

Cartesian forces, eV/Å:
1.2 -0.8 -0.4
0.8 -0.2 0.5
-2.2 -0.5 0.0
-0.1 -0.5 -0.6
-0.2 -0.1 -1.4
-0.7 -5.6 -1.4
4.0 2.5 0.4
1.0 -4.7 0.7
-2.3 -1.3 -0.3
-0.8 -0.5 -0.3
-2.0 1.6 1.1
-1.0 4.8 0.2
-1.5 0.3 0.3
1.5 2.1 2.2
0.0 -0.6 -0.7
-0.8 3.0 -2.3
1.0 -2.6 1.6
0.7 -1.1 0.6
-0.2 2.9 -0.8
0.3 -0.5 -2.3
1.5 -0.6 0.1
-0.8 0.9 2.4
0.6 1.6 0.5

The calculation puts the HOMO-LUMO gap (spin up / spin down) at 7.0 / 7.0 eV. As for the HOMO energy (spin up / spin down): -7.7 / -7.7 eV. As for the spin multiplicity: 1. Its LUMO energy (spin up / spin down) is -0.7 / -0.7 eV.

Mulliken population analysis, charges in e, atoms 1 to 5:
1. S -0.1659
2. S 0.3408
3. O -0.3952
4. O -0.5715
5. N 0.0850

---

Energy above the lowest of the compared OMol25 structures with the same formula, charge and spin in eV, matching the order above: 0.000, 5.182, 4.347, 7.752
Calculated total energy in eV, matching the order above: -16659.5918, -10800.2486, -15132.9787, -34685.7132